# 1
C21H25AuFN3O2Si | ωB97M-V/def2-TZVPD

```
54
Properties=species:S:1:pos:R:3:forces:R:3:mulliken_spin:R:1
H 3.255173 1.485469 -1.514186 -0.003 0.043 0.015 0.00
C -0.265903 5.967704 -3.198383 0.009 -0.010 0.010 -0.01
H -0.957875 6.799226 -3.243852 0.005 -0.005 0.005 0.00
H 4.704591 -4.866769 -0.460687 0.002 0.012 0.001 0.01
C -0.627251 4.805757 -2.532519 -0.003 0.024 0.023 0.02
C 1.759802 2.422971 1.545842 -0.165 0.038 0.078 0.00
H 4.855653 1.518559 -0.742431 -0.022 0.031 -0.011 0.00
N -1.274988 2.494132 -1.075327 0.383 -0.214 0.037 0.28
F 0.988918 -2.829808 0.921964 0.064 0.018 -0.043 0.01
C 1.496209 3.830959 -3.096335 0.020 0.020 -0.066 0.01
H 4.705377 1.896875 2.559533 0.013 -0.031 0.016 0.00
H -2.787849 3.482467 0.846067 0.002 -0.003 -0.011 0.00
C -0.092422 2.453092 -1.770075 -0.014 0.248 -0.127 -0.04
C 0.979016 6.067147 -3.806372 -0.016 -0.014 0.018 0.01
O 0.667389 1.482526 -1.861375 0.026 0.034 -0.084 0.15
H 2.128675 3.445542 1.426627 0.026 -0.032 0.038 0.00
H 5.106955 0.284640 1.956027 -0.016 0.023 0.014 0.00
C 4.283643 0.933724 2.258415 0.119 -0.045 0.170 0.01
H 2.162052 2.980289 -3.063615 0.019 -0.009 0.016 0.00
C 3.815113 1.835719 -0.644123 0.054 0.005 -0.217 0.01
N -1.481430 1.405646 -0.360445 -0.175 -0.017 -0.173 0.29
C 4.228726 -1.539421 -0.100040 -0.014 0.058 -0.004 0.13
C 2.884077 -3.956230 0.196683 -0.035 0.042 0.002 -0.09
C 4.200617 -3.935489 -0.239350 0.041 0.037 -0.021 0.18
H -4.238510 -1.838094 2.044199 0.020 -0.002 -0.012 0.00
H -1.592101 4.719093 -2.052172 0.014 0.002 -0.012 0.01
Au 0.244693 -0.147093 -0.014653 0.116 0.375 0.315 0.13
C 2.871468 -1.501343 0.327797 0.051 0.033 0.065 0.02
C 0.254372 3.728914 -2.477570 -0.083 -0.042 0.052 -0.01
H -4.305647 2.569272 1.047839 0.014 -0.004 -0.002 0.00
H 3.806509 0.490399 3.136491 0.041 0.023 -0.009 0.00
H 0.811242 2.346354 1.010677 0.046 0.048 -0.009 0.00
H -2.661714 -2.650260 2.163207 0.009 0.007 -0.005 0.00
H 2.830657 5.066890 -4.230390 -0.007 -0.002 0.002 0.00
H -4.070659 0.383036 1.473500 0.007 -0.044 -0.011 0.02
O -1.703746 -1.388250 0.026720 -0.190 -0.190 0.067 0.10
C -2.662010 1.412221 0.309838 0.083 -0.170 0.093 -0.10
H 4.752479 -0.603388 -0.240860 -0.059 -0.027 0.025 0.00
C -2.669051 -1.071343 0.738235 0.043 0.056 -0.069 0.01
N 2.212756 -0.355406 0.615613 -0.068 -0.188 -0.205 0.52
H -3.685432 -2.943120 0.764656 0.013 0.001 0.002 0.00
H 2.340052 -4.880230 0.336835 0.021 -0.009 -0.008 0.00
H 1.259719 6.976544 -4.322762 -0.005 -0.005 0.001 0.00
H 1.560212 2.254513 2.607442 -0.028 0.009 -0.041 0.00
C -3.422165 2.701131 0.426545 -0.031 -0.001 -0.018 0.01
C -3.372902 -2.182731 1.480935 -0.095 0.018 0.008 -0.01
Si 3.024242 1.218111 0.920865 -0.141 -0.098 -0.010 -0.01
H 5.896151 -2.699657 -0.733657 0.001 -0.019 -0.005 0.00
C 4.871437 -2.718397 -0.388998 -0.093 -0.074 0.040 -0.07
C -3.169756 0.266096 0.885938 0.013 0.058 0.035 0.24
H 3.793794 2.927962 -0.650835 0.016 -0.010 -0.036 0.00
C 1.861057 4.995944 -3.753781 -0.030 -0.018 0.020 0.00
C 2.240070 -2.769654 0.464834 0.016 0.012 0.024 0.15
H -3.721886 3.041960 -0.564732 -0.017 0.010 0.017 0.00
```
Forces are in eV/Å.

## Properties
2S+1 = 3
⟨S²⟩ = 2.059
HOMO-LUMO gap (spin up / spin down) = 0.282 / 0.216 Eh
Highest occupied orbital energy (spin up / spin down) = -6.97 / -8.04 eV
Charge = 0

=====

# 2
C5H13N2OS | ωB97M-V/def2-TZVPD

```
22
Properties=species:S:1:pos:R:3:forces:R:3:lowdin_charge:R:1
H -2.529497 -1.142451 0.402599 1.489 1.343 -0.397 0.16
H 0.340081 -1.163919 2.342955 -0.189 0.095 -0.496 0.10
H -2.683404 0.438541 -1.733220 1.472 -1.860 -0.110 0.13
H -1.779888 -1.288382 -1.954928 -0.210 0.868 -0.108 0.11
C 2.644057 1.149495 -0.703874 -0.036 -0.488 3.573 -0.05
N -0.370272 1.579653 0.102173 0.653 0.526 0.221 -0.30
H 2.609766 2.234422 -0.402156 -0.923 -0.922 -0.183 0.10
H 0.069044 -1.352228 -0.563436 -1.027 1.448 2.137 0.24
O 1.394932 0.401361 -0.846149 -0.827 0.336 0.966 -0.17
H 3.156837 0.604654 0.196607 -0.129 1.060 -1.949 0.12
C -1.753201 -0.391851 -0.017251 -1.737 -0.878 1.089 -0.60
H -0.819678 0.349374 -1.687198 -2.142 -1.432 -0.623 0.11
H -1.208358 -1.912690 1.947820 0.451 0.362 -0.455 0.11
H 0.292609 -2.622198 1.360134 -0.056 0.494 -0.528 0.11
S -1.894593 1.242138 0.738294 -1.452 -0.518 1.126 1.00
H 0.019258 2.409110 0.536182 -0.071 0.160 -0.142 0.11
C 0.489961 0.477417 0.318380 3.670 0.375 -1.119 -0.38
H 3.188757 1.186779 -1.616100 0.281 -0.828 -0.721 0.08
C -0.212552 -1.663357 1.535407 -0.182 -0.359 1.251 0.03
C -1.799944 -0.282442 -1.484384 0.519 2.597 -1.587 -0.11
H 1.190476 0.536545 1.219430 -1.289 -0.335 -0.737 0.18
N -0.344384 -0.789961 0.308718 1.737 -2.044 -1.207 -0.10
```
Forces are in eV/Å.

## Properties
HOMO-LUMO gap = 0.357 Eh
Energy relative to the best compared isomer or geometry (same formula, charge and spin) = 40.0 kcal per mole
Structure (SMILES) = CO[C@H]1NS[C@@H](C)[N@@H+]1C
Highest occupied orbital energy = -12.62 eV
Charge = +1